Here is a structure of composition C26H46Br3F2N5O3PS from the Open Molecules 2025 dataset. Energies are from ωB97M-V/def2-TZVPD.

XYZ file:
```
87
C26H46Br3F2N5O3PS (ωB97M-V/def2-TZVPD)
C -4.443 1.642 3.191
O -3.166 2.296 3.161
C -2.336 1.887 2.114
N -2.392 0.454 1.826
C -2.979 -0.029 0.733
C -3.695 0.655 -0.364
C -2.889 0.433 -1.698
C -2.373 1.768 -2.309
C -0.840 1.877 -2.247
C -0.150 1.442 -3.552
C 1.167 2.182 -3.821
C 2.118 2.205 -2.607
C 3.558 2.513 -3.051
C 4.609 1.900 -2.120
C 5.988 2.595 -2.183
C 7.118 1.693 -2.700
C 6.868 1.090 -4.095
N 6.101 -0.156 -4.089
C 6.426 -1.288 -3.439
C 5.455 -2.217 -3.732
C 4.534 -1.577 -4.580
C 4.951 -0.296 -4.804
N -2.832 -1.360 0.756
C -2.172 -1.679 1.842
N -1.847 -2.962 2.156
C -2.329 -3.961 1.161
C -3.850 -4.206 1.267
C -4.142 -5.386 2.170
F -4.220 -4.581 -0.025
P -1.045 -3.539 3.543
O -0.636 -5.075 3.336
O 0.353 -2.785 3.734
S -2.155 -3.467 5.099
N -1.889 -0.560 2.575
C -1.242 -0.224 3.832
C 0.218 0.272 3.640
F 1.000 -0.166 4.670
H -5.071 2.183 3.894
H -4.924 1.643 2.210
H -4.298 0.628 3.575
H -1.321 2.107 2.453
H -2.498 2.494 1.226
H -3.887 1.705 -0.174
H -4.649 0.139 -0.478
H -3.541 -0.097 -2.389
H -2.044 -0.216 -1.471
H -2.809 2.596 -1.747
H -2.755 1.822 -3.327
H -0.605 2.935 -2.094
H -0.417 1.350 -1.385
H 0.032 0.366 -3.608
H -0.833 1.702 -4.366
H 1.026 3.185 -4.229
H 1.688 1.608 -4.595
H 2.090 1.234 -2.106
H 1.812 3.035 -1.966
H 3.724 2.193 -4.083
H 3.724 3.595 -3.062
H 4.226 2.007 -1.099
H 4.715 0.827 -2.292
H 5.985 3.515 -2.773
H 6.256 2.885 -1.164
H 7.292 0.876 -1.997
H 8.042 2.270 -2.776
H 7.854 0.845 -4.505
H 6.435 1.818 -4.780
H 7.314 -1.381 -2.839
H 5.445 -3.233 -3.379
H 3.652 -2.057 -4.975
H 4.512 0.472 -5.412
H -1.860 -4.930 1.300
H -2.077 -3.651 0.148
H -4.389 -3.298 1.534
H -5.162 -5.747 2.044
H -3.481 -6.218 1.917
H -3.965 -5.113 3.212
H -0.272 -5.227 2.448
H 0.794 -2.662 2.877
H -1.204 -1.021 4.571
H -1.767 0.598 4.320
H 0.629 0.006 2.661
H 0.233 1.363 3.714
C -6.142 1.879 7.231
Br -6.500 3.697 6.712
Br -7.095 0.620 6.124
Br -4.249 1.510 7.274
H -6.510 1.755 8.240
```

Summary:
Maximum force = 3.36 eV/Å
Charge = +1
Multiplicity = 1

Here is a structure of composition C26H47AlN11Si from the Open Molecules 2025 dataset. Energies are from ωB97M-V/def2-TZVPD.

XYZ file:
```
86
C26H47AlN11Si (ωB97M-V/def2-TZVPD)
C 2.174 -2.306 3.563
Al 0.672 -1.544 2.386
Si -1.482 -1.776 3.261
C -1.818 -0.736 4.861
C -2.042 -3.619 3.541
C -2.716 -1.066 1.910
H 2.045 -3.464 3.751
H 2.253 -1.730 4.603
H 3.195 -2.090 2.983
H 0.653 -2.232 0.938
H 0.920 0.031 2.199
H -3.006 -0.678 4.961
H -1.435 0.367 4.740
H -1.444 -1.256 5.854
H -2.079 -4.225 2.530
H -1.436 -4.170 4.381
H -3.170 -3.544 3.924
H -2.518 -1.734 0.946
H -2.400 0.058 1.694
H -3.831 -1.144 2.282
C 4.240 1.043 4.212
C 2.803 0.909 4.503
N 1.667 0.803 4.733
H 4.850 0.880 5.107
H 4.569 0.319 3.459
H 4.484 2.040 3.831
C 0.625 0.697 -1.773
C 1.980 0.350 -1.315
N 3.051 0.076 -0.953
H 0.582 0.810 -2.862
H -0.105 -0.072 -1.499
H 0.279 1.641 -1.337
C 3.257 0.767 -5.157
C 2.071 1.639 -5.131
N 1.134 2.328 -5.110
H 3.850 0.862 -4.241
H 2.982 -0.289 -5.255
H 3.918 1.008 -5.996
C -3.275 1.671 -3.009
C -1.920 1.324 -2.551
N -0.849 1.050 -2.188
H -3.318 1.784 -4.098
H -4.005 0.902 -2.735
H -3.621 2.615 -2.573
C -0.149 -0.425 -7.764
C 1.207 -0.772 -7.306
N 2.278 -1.046 -6.944
H -0.191 -0.312 -8.853
H -0.878 -1.194 -7.490
H -0.494 0.518 -7.328
C 3.751 3.439 -8.172
C 5.107 3.092 -7.714
N 6.178 2.818 -7.352
H 3.709 3.552 -9.261
H 3.022 2.670 -7.898
H 3.406 4.382 -7.736
C 7.595 -0.013 7.396
C 7.291 0.008 5.956
N 7.051 0.024 4.817
H 8.671 0.057 7.584
H 7.120 0.822 7.922
H 7.243 -0.936 7.870
C -4.405 2.319 2.413
C -4.709 2.340 0.972
N -4.949 2.357 -0.166
H -3.329 2.389 2.600
H -4.880 3.154 2.938
H -4.757 1.396 2.887
C -3.073 6.349 2.883
C -2.998 5.273 3.885
N -2.939 4.422 4.676
H -3.837 7.090 3.142
H -2.122 6.884 2.792
H -3.322 5.961 1.890
C -0.623 -3.476 -4.852
C -1.616 -3.321 -5.929
N -2.400 -3.199 -6.780
H 0.224 -2.794 -4.982
H -1.058 -3.268 -3.868
H -0.218 -4.493 -4.818
C -5.675 -5.784 3.625
C -4.984 -5.613 2.336
N -4.439 -5.477 1.317
H -5.854 -6.840 3.851
H -5.092 -5.370 4.454
H -6.648 -5.282 3.632
```

Summary:
Maximum force = 19.21 eV/Å
Charge = -1
Multiplicity = 1

Here is a cluster of 3 separate species, C26H47BF5N3O8S in total from the Open Molecules 2025 dataset. Energies are from ωB97M-V/def2-TZVPD.

XYZ file:
```
91
C26H47BF5N3O8S (ωB97M-V/def2-TZVPD)
C 4.412 -0.551 -2.794
N 3.267 -0.941 -1.894
C 2.399 0.287 -1.855
B 2.563 -2.095 -2.426
O 3.130 -2.872 -3.491
C 1.104 -2.610 -1.885
C 0.268 -3.276 -3.058
C -1.070 -3.983 -2.521
C -1.521 -3.284 -1.189
C -2.983 -3.610 -0.727
F -3.321 -4.935 -0.856
F -3.089 -3.302 0.635
C -3.943 -2.660 -1.516
C -4.909 -3.213 -2.481
C -5.763 -2.301 -3.213
C -5.724 -0.850 -3.084
C -4.766 -0.308 -2.121
C -4.598 1.224 -1.898
F -4.461 1.571 -0.590
F -3.396 1.570 -2.519
F -5.595 1.933 -2.496
C -3.925 -1.220 -1.379
S -0.225 -3.617 0.065
O -0.393 -4.978 0.538
O -0.183 -2.652 1.147
O 1.211 -3.532 -0.769
H 5.102 -1.396 -3.002
H 4.924 0.332 -2.317
H 3.941 -0.130 -3.734
H 1.825 0.306 -2.830
H 1.635 0.122 -1.047
H 2.984 1.222 -1.691
H 2.750 -2.539 -4.324
H 0.599 -1.679 -1.485
H -0.058 -2.499 -3.799
H 0.855 -4.108 -3.532
H -1.879 -4.012 -3.289
H -0.749 -5.024 -2.230
H -1.489 -2.176 -1.391
H -4.958 -4.319 -2.631
H -6.502 -2.721 -3.939
H -6.383 -0.164 -3.666
H -3.202 -0.784 -0.644
C 5.779 -1.735 5.973
O 4.591 -2.483 6.169
C 3.401 -1.723 5.968
C 2.680 -2.167 4.701
N 3.414 -1.764 3.504
C 2.915 -2.374 2.269
C 2.995 -3.900 2.145
O 4.323 -4.404 2.059
C 4.969 -4.593 3.306
H 6.616 -2.337 6.328
H 5.939 -1.523 4.912
H 5.757 -0.800 6.539
H 3.594 -0.646 5.964
H 2.751 -1.938 6.822
H 1.683 -1.716 4.678
H 2.563 -3.256 4.753
H 4.387 -2.022 3.613
H 3.503 -1.944 1.451
H 1.882 -2.058 2.112
H 2.518 -4.170 1.201
H 2.428 -4.420 2.925
H 4.271 -4.865 4.100
H 5.534 -3.699 3.582
H 5.689 -5.406 3.189
C 0.168 4.539 -0.015
O -0.617 4.716 -1.183
C -1.859 4.014 -1.145
C -3.026 4.986 -1.017
N -3.065 5.595 0.310
C -3.997 6.718 0.420
C -3.729 7.954 -0.446
O -2.559 8.673 -0.085
C -1.356 8.173 -0.647
H 1.159 4.949 -0.212
H -0.261 5.081 0.833
H 0.272 3.480 0.236
H -1.881 3.254 -0.360
H -1.950 3.500 -2.105
H -3.962 4.448 -1.193
H -2.912 5.743 -1.803
H -2.139 5.930 0.546
H -3.978 7.036 1.467
H -5.011 6.356 0.221
H -4.560 8.647 -0.281
H -3.736 7.730 -1.518
H -1.511 7.726 -1.631
H -0.890 7.456 0.031
H -0.665 9.012 -0.756
```

Summary:
Maximum force = 3.13 eV/Å
Multiplicity = 1
SMILES = CN(C)B(O)[C@H]1CC[C@@H](C(F)(F)c2cccc(C(F)(F)F)c2)S(=O)(=O)O1.COCCNCCOC.COCCNCCOC

no.,E_LUMO (eV),highest occupied orbital energy (eV),orbital gap (eV)
1,-2.92,-9.81,6.89
2,1.93,-3.63,5.57
3,-0.24,-8.17,7.93